(1)
{
  "formula": "C17H34OP2Ru",
  "method": "wB97M-V/def2-TZVPD",
  "gap_ha": [0.3437, 0.2093],
  "s_squared": 6.030,
  "e_homo_ev": [-14.75, -15.00],
  "relative_energy_kj_mol": 0.0,
  "multiplicity": 5,
  "charge": 2,
  "elements": ["P", "P", "C", "C", "H", "H", "H", "H", "C", "H", "H", "H", "C", "H", "H", "H", "C", "H", "H", "H", "C", "H", "H", "H", "Ru", "C", "C", "C", "C", "C", "C", "C", "C", "C", "H", "H", "H", "H", "H", "H", "H", "H", "H", "H", "H", "H", "H", "H", "H", "C", "C", "O", "H", "H", "H"],
  "xyz": [[0.28711, -1.58578, -3.01821], [0.10181, 1.60112, -2.90611], [-0.10979, -0.66698, -4.59231], [0.37361, 0.78862, -4.56321], [-1.19999, -0.69108, -4.71401], [0.32441, -1.20568, -5.44591], [1.45111, 0.82332, -4.76681], [-0.12389, 1.38102, -5.34351], [-1.50149, 2.47012, -3.25501], [-1.72239, 3.16162, -2.43551], [-2.31689, 1.74202, -3.30371], [-1.46829, 3.03332, -4.19611], [1.25461, 3.04122, -3.11221], [1.08351, 3.57602, -4.05471], [2.28971, 2.68582, -3.08841], [1.11981, 3.73902, -2.27951], [-0.87559, -3.01658, -3.23291], [-0.67739, -3.76728, -2.46111], [-0.77499, -3.48648, -4.21911], [-1.90649, -2.67038, -3.10791], [1.86111, -2.41898, -3.54341], [2.66921, -1.68378, -3.60451], [1.75801, -2.91868, -4.51491], [2.14421, -3.16198, -2.79081], [0.09191, -0.19238, 3.60429], [0.75621, 1.33722, 2.12779], [-0.63119, 1.27142, 2.05009], [-1.40909, 0.55362, 0.95929], [-1.78629, -0.90078, 1.33299], [-0.71919, -1.63528, 2.11389], [0.65351, -1.56038, 1.90169], [1.31981, -0.77718, 0.78259], [1.73731, 0.65352, 1.20159], [0.17551, -1.65938, 5.07289], [1.18341, 2.12542, 2.74469], [-1.19259, 1.99442, 2.63719], [-0.83839, 0.57122, 0.02679], [-2.33169, 1.11032, 0.76479], [-2.68859, -0.88208, 1.95369], [-2.04729, -1.46258, 0.42309], [-1.08449, -2.46008, 2.72299], [1.26921, -2.31458, 2.38619], [0.65781, -0.74128, -0.08701], [2.21621, -1.31888, 0.46329], [2.69731, 0.60082, 1.72629], [1.90721, 1.26902, 0.30489], [0.89051, -1.39468, 5.85849], [0.45071, -2.63628, 4.65479], [-0.81529, -1.74758, 5.53709], [-1.18229, 1.52752, 5.99009], [0.07911, 1.27402, 5.23309], [1.10721, 1.86272, 5.52789], [-1.96279, 1.89082, 5.29089], [-1.02039, 2.28862, 6.78339], [-1.52439, 0.58312, 6.46049]],
  "forces_ev_per_a": [[-0.01, -1.04, -2.50], [-0.15, 1.18, -2.34], [-0.33, 0.75, 0.25], [0.33, -0.75, 0.17], [0.14, -0.05, 0.08], [-0.07, -0.01, 0.29], [-0.13, 0.04, 0.09], [0.10, -0.01, 0.28], [-0.24, -0.44, 0.87], [-0.01, -0.07, -0.14], [0.07, 0.12, -0.02], [0.30, -0.21, 0.20], [0.26, -0.35, 0.86], [-0.20, -0.31, 0.13], [-0.13, 0.08, -0.02], [0.03, -0.05, -0.15], [-0.21, 0.29, 0.92], [-0.03, 0.06, -0.15], [0.21, 0.31, 0.14], [0.13, -0.08, -0.04], [0.31, 0.38, 0.89], [-0.07, -0.12, -0.02], [-0.29, 0.20, 0.23], [0.00, 0.08, -0.14], [0.64, -0.82, -0.23], [-0.46, 0.28, -0.22], [0.41, 0.10, -0.23], [-0.12, -0.12, 0.02], [0.00, 0.25, -0.04], [0.22, -0.07, -0.12], [-0.44, 0.03, -0.07], [0.06, 0.16, 0.02], [0.03, -0.20, -0.02], [-0.24, 0.31, 0.14], [-0.02, -0.03, -0.07], [0.02, 0.04, -0.07], [-0.04, 0.05, 0.11], [0.14, -0.09, 0.03], [0.08, -0.04, -0.13], [0.04, 0.03, 0.21], [0.08, 0.08, -0.02], [-0.05, 0.08, 0.07], [0.05, -0.04, 0.14], [-0.12, 0.06, 0.09], [-0.08, 0.03, -0.13], [-0.02, -0.08, 0.19], [0.04, -0.13, -0.08], [0.00, 0.20, 0.08], [0.08, -0.13, -0.05], [-1.14, 0.31, 0.74], [2.74, 2.05, 1.79], [-2.45, -1.90, -1.37], [0.39, -0.35, 0.33], [0.00, -0.49, -0.57], [0.17, 0.43, -0.42]]
}



(2)
{
  "formula": "C17H35AuN3PS2Si",
  "method": "wB97M-V/def2-TZVPD",
  "gap_ha": 0.2497,
  "e_homo_ev": -14.42,
  "multiplicity": 1,
  "charge": 2,
  "elements": ["Au", "C", "Si", "C", "C", "C", "C", "C", "C", "N", "C", "S", "H", "H", "H", "H", "H", "H", "H", "H", "H", "H", "H", "H", "C", "C", "P", "C", "C", "C", "C", "H", "H", "H", "H", "H", "H", "H", "H", "H", "H", "H", "H", "H", "H", "H", "C", "N", "C", "S", "N", "C", "H", "H", "H", "H", "H", "H", "H", "H"],
  "xyz": [[-0.11215, -0.14093, 0.21148], [1.48844, -1.05756, 5.50158], [0.28163, 0.35468, 5.66083], [-0.74287, 0.19839, 7.20611], [1.13032, 2.00929, 5.54853], [-0.95321, 0.29578, 4.18526], [-2.30228, 0.61129, 4.35613], [-3.17837, 0.73746, 3.28194], [-2.71452, 0.47008, 2.01442], [-1.45057, 0.07458, 1.82899], [-0.58557, 0.06699, 2.86828], [1.06514, -0.09783, 2.21485], [2.14449, -1.04689, 6.37582], [2.13497, -0.98241, 4.62609], [0.99317, -2.02968, 5.47972], [-0.07486, 0.15724, 8.06939], [-1.34553, -0.71155, 7.22155], [-1.40312, 1.05371, 7.36166], [1.83724, 2.12826, 6.37241], [0.41512, 2.83173, 5.60900], [1.69323, 2.12030, 4.61937], [-2.67761, 0.80454, 5.35400], [-4.20275, 1.04737, 3.43119], [-3.33567, 0.55303, 1.13306], [2.11505, -2.34621, -1.82462], [2.77389, -1.02375, -1.43151], [1.61271, 0.35447, -1.27059], [1.16862, 0.99786, -2.91089], [0.44272, 0.14483, -3.94715], [2.46874, 1.74274, -0.45923], [3.58116, 2.38945, -1.28736], [2.86843, -3.12957, -1.88039], [1.62676, -2.28725, -2.79678], [1.37445, -2.65158, -1.08435], [3.52534, -0.71499, -2.16395], [3.28458, -1.11254, -0.46896], [2.14903, 1.27978, -3.30917], [0.63811, 1.93389, -2.71323], [1.10033, -0.61661, -4.36362], [0.13299, 0.78891, -4.76881], [-0.44475, -0.34051, -3.55535], [2.86437, 1.34027, 0.47622], [1.70702, 2.47527, -0.18195], [4.33338, 1.66399, -1.59854], [4.08479, 3.13945, -0.67983], [3.19522, 2.89364, -2.17110], [-4.63494, -2.59392, 0.77211], [-3.37214, -2.24320, 0.10959], [-3.08916, -1.28727, -0.75385], [-1.44593, -1.27014, -1.40999], [-3.93526, -0.39262, -1.23428], [-5.38320, -0.24791, -1.03039], [-4.38823, -3.24837, 1.60292], [-5.29999, -3.12618, 0.09563], [-5.12452, -1.71155, 1.17035], [-2.59475, -2.86287, 0.28354], [-3.51683, 0.22805, -1.91035], [-5.89516, -1.19410, -1.17527], [-5.74280, 0.44987, -1.78046], [-5.60882, 0.15832, -0.04668]],
  "forces_ev_per_a": [[-0.66, -0.15, -0.45], [0.00, 0.01, 0.03], [0.00, -0.02, 0.01], [0.01, 0.02, 0.00], [0.02, 0.02, -0.02], [0.00, 0.05, 0.00], [0.05, -0.04, 0.09], [-0.04, 0.01, -0.08], [-0.11, -0.22, -0.02], [0.51, -0.06, 0.44], [0.08, 0.16, -0.15], [-0.09, 0.25, 0.07], [-0.01, -0.01, 0.00], [0.00, 0.00, 0.00], [-0.02, 0.01, -0.01], [0.00, 0.00, 0.00], [0.01, -0.01, -0.02], [0.00, 0.00, -0.01], [-0.01, -0.02, 0.01], [-0.01, -0.01, 0.01], [-0.01, -0.02, -0.01], [0.01, -0.01, 0.00], [0.00, 0.00, -0.01], [-0.01, 0.01, 0.02], [0.01, -0.02, 0.00], [-0.05, 0.00, -0.01], [0.37, -0.10, 0.23], [-0.10, 0.02, 0.06], [0.08, -0.08, -0.03], [0.07, -0.05, -0.03], [0.02, -0.03, -0.01], [0.01, 0.01, -0.01], [-0.01, 0.00, 0.01], [0.01, -0.01, 0.00], [0.00, -0.01, -0.01], [-0.02, 0.00, 0.01], [-0.01, 0.09, 0.03], [-0.04, -0.02, -0.01], [-0.01, -0.02, 0.02], [0.03, -0.01, -0.02], [-0.01, 0.05, -0.02], [-0.01, 0.02, 0.01], [-0.01, 0.00, -0.01], [0.00, 0.00, -0.01], [0.00, -0.01, 0.01], [0.00, 0.01, 0.00], [0.02, 0.00, 0.00], [0.00, 0.01, 0.00], [0.02, -0.07, 0.01], [-0.06, 0.24, -0.18], [0.00, 0.01, 0.03], [0.01, -0.02, -0.04], [0.00, 0.00, 0.00], [-0.01, 0.01, 0.00], [-0.01, 0.00, 0.00], [-0.01, 0.01, 0.02], [0.00, 0.00, 0.02], [0.00, 0.00, 0.01], [0.00, 0.00, 0.00], [-0.01, 0.00, 0.00]]
}



(3)
{
  "formula": "C17H35BIrNO4P2",
  "method": "wB97M-V/def2-TZVPD",
  "gap_ha": [0.2690, 0.2084],
  "s_squared": 6.035,
  "e_homo_ev": [-13.26, -15.28],
  "relative_energy_kj_mol": 0.0,
  "multiplicity": 5,
  "charge": 2,
  "elements": ["Ir", "P", "C", "C", "N", "C", "C", "C", "C", "C", "P", "H", "H", "H", "H", "H", "H", "H", "H", "O", "H", "H", "O", "H", "C", "H", "H", "H", "C", "H", "H", "H", "C", "H", "H", "H", "C", "H", "H", "H", "C", "C", "C", "O", "B", "O", "C", "C", "C", "H", "H", "H", "H", "H", "H", "H", "H", "H", "H", "H", "H"],
  "xyz": [[-0.07794, -0.05517, -0.17837], [1.77488, -0.82631, -1.18962], [1.63811, -0.01684, -2.80064], [0.29692, 0.25470, -3.20996], [-0.66117, 0.33784, -2.21905], [-1.89356, 0.80423, -2.47724], [-2.30692, 1.02925, -3.79206], [-1.39622, 0.87036, -4.83324], [-0.09458, 0.50196, -4.54832], [-2.80761, 1.09895, -1.30886], [-1.77490, 1.35124, 0.20769], [0.66491, 0.36368, -5.31735], [-3.31831, 1.38810, -3.95156], [-1.70372, 1.04134, -5.86183], [-3.38461, 2.01359, -1.49888], [-3.51861, 0.27223, -1.13903], [2.40672, 1.64226, -2.74996], [2.36900, -0.20629, -3.58890], [2.06991, 2.76662, -0.98582], [2.61807, 2.56256, -2.39538], [3.27892, 2.97132, -2.97743], [0.84946, 1.10284, 0.53877], [1.70651, 2.70770, -0.02714], [1.99433, 3.49793, 0.48841], [-1.28931, 3.09891, 0.17171], [-2.18224, 3.71646, 0.01377], [-0.82523, 3.32565, 1.13978], [-0.53182, 3.25954, -0.60743], [-2.86150, 1.14719, 1.62845], [-2.33455, 1.51986, 2.51915], [-3.78014, 1.73033, 1.46619], [-3.08418, 0.08079, 1.76067], [1.86033, -2.62564, -1.35489], [2.63799, -2.90453, -2.08086], [2.09379, -3.01584, -0.35564], [0.88827, -3.02092, -1.67414], [3.32384, -0.32746, -0.40820], [3.41980, -0.92898, 0.50426], [4.15810, -0.53295, -1.08974], [3.26755, 0.73878, -0.15413], [-2.72182, -2.89344, 3.50234], [-1.47202, -2.28976, 2.91099], [-0.93754, -1.23113, 3.88404], [-1.81544, -1.65409, 1.67387], [-0.59596, -1.59933, 0.97374], [0.24777, -2.65953, 1.32990], [-0.35414, -3.30624, 2.46143], [0.73477, -3.60588, 3.46673], [-0.93936, -4.63490, 1.98987], [-3.46596, -2.11224, 3.68793], [-2.48204, -3.36441, 4.46262], [-3.16277, -3.63973, 2.83910], [-1.68353, -0.43254, 4.01674], [-0.74582, -1.68413, 4.86473], [-0.00171, -0.75817, 3.53771], [0.29562, -4.06267, 4.35765], [1.44442, -4.31876, 3.03317], [1.27207, -2.70296, 3.76714], [-1.76109, -4.50120, 1.26902], [-0.15353, -5.24061, 1.51492], [-1.31459, -5.19389, 2.85680]],
  "forces_ev_per_a": [[0.01, -0.32, 0.32], [1.82, 0.91, -0.27], [-1.09, -1.70, -0.56], [-0.32, 0.24, -0.16], [0.02, 0.67, 0.25], [0.16, -0.28, 0.06], [0.27, 0.29, -0.16], [-0.38, -0.08, -0.05], [0.71, -0.27, 0.42], [0.26, -0.22, 0.11], [-1.00, 2.06, -0.50], [-0.32, 0.20, 0.05], [0.14, -0.11, -0.16], [0.06, -0.01, 0.19], [0.04, -0.24, -0.03], [0.26, 0.21, -0.04], [0.55, 1.82, 0.48], [0.01, 0.17, 0.15], [-0.32, 0.31, 1.84], [0.05, -1.22, -1.33], [-0.20, -0.13, 0.22], [-0.21, -0.20, -0.46], [0.72, 1.06, -0.40], [-0.14, -0.82, -0.79], [-0.15, -0.16, -0.04], [0.23, -0.01, 0.09], [-0.12, 0.05, -0.24], [-0.33, 0.00, 0.24], [-0.01, -0.28, 0.35], [-0.20, -0.10, -0.24], [0.29, -0.06, -0.02], [-0.03, 0.41, -0.03], [-0.29, -0.22, -0.21], [-0.14, 0.12, 0.21], [-0.07, 0.06, -0.26], [0.27, 0.03, 0.06], [-0.06, 0.00, -0.17], [0.10, 0.17, -0.16], [-0.02, 0.03, 0.24], [0.09, -0.29, -0.08], [-0.17, -0.36, 0.07], [0.50, -0.42, 1.08], [0.14, 0.25, -0.01], [1.26, 0.86, -1.07], [-1.30, -3.60, 1.45], [-0.30, 2.03, -0.91], [-0.63, -0.96, 0.63], [0.06, 0.22, 0.29], [-0.17, -0.15, -0.25], [0.15, -0.08, -0.01], [-0.11, 0.02, -0.18], [0.00, 0.10, 0.12], [0.17, -0.32, -0.02], [-0.03, 0.16, -0.24], [-0.26, -0.21, 0.03], [0.10, 0.03, -0.04], [-0.12, 0.16, 0.10], [-0.01, -0.14, -0.03], [0.27, -0.03, 0.22], [-0.22, 0.23, 0.14], [0.04, 0.09, -0.27]]
}



Record-wise E values, in eV: -41367.820, -65184.802, -49955.400